Record 1
Computed, not measured: an isolated ion of composition C3H7NOS and charge -2 at a distorted geometry, with the ωB97M-V functional and the def2-TZVPD basis.

Each line ends with the natural charge from an NBO analysis.
CARTESIAN COORDINATES (ANGSTROEM)
C  0.2382  -0.4643  0.1670  -0.26
C  1.4377  -0.6069  1.1307  -0.52
S  3.0753  -0.8939  0.3220  -0.79
N  -0.7912  0.5748  0.2885  -0.69
C  -1.6060  0.6373  -1.0327  0.15
O  -2.7732  1.2631  -0.9830  -0.96
H  -0.3077  -1.4057  0.0573  0.16
H  0.7910  -0.3551  -0.7792  0.16
H  1.6250  0.3369  1.6440  0.17
H  1.2152  -1.3471  1.9079  0.16
H  -0.3789  1.4947  0.3940  0.32
H  -0.9406  1.1931  -1.7707  0.03
H  -1.5847  -0.4268  -1.3459  0.05

Properties
**SMILES**: [O-]CNCC[S-]
**HOMO energy**: 0.47 eV
**Kohn-Sham gap**: 5.742 eV
**Total charge**: -2
**Molar mass**: 105.16 g mol⁻¹

Record 2
Computed, not measured: C3H7NOS as an isolated structure at a distorted geometry, with the ωB97M-V functional and the def2-TZVPD basis.

Each line ends with the natural charge from an NBO analysis.
CARTESIAN COORDINATES (ANGSTROEM)
C  0.3144  1.2182  -0.3545  -0.29
C  -1.0671  1.4139  0.3727  -0.63
C  1.4665  -2.1463  0.1312  -0.45
N  -0.1264  -0.0838  -0.8460  -0.47
O  -2.4038  -1.1067  -0.4189  -0.90
S  -1.3363  -0.3984  0.2791  1.36
H  0.6247  1.8651  -1.1286  0.21
H  1.1156  1.2826  0.3481  0.21
H  -1.0840  1.8030  1.3610  0.22
H  -1.5132  2.1452  -0.2194  0.24
H  0.5074  -2.5360  0.1178  0.16
H  1.8310  -1.7037  -0.7507  0.18
H  1.6712  -1.7530  1.1082  0.16

Properties
**HOMO energy (spin up / spin down)**: -9.27 / -8.87 eV
**Kohn-Sham gap (spin up / spin down)**: 9.290 / 7.609 eV
**Molar mass**: 105.16 g mol⁻¹

Record 3
Computed, not measured: an isolated molecule of C3H7NOS, with the ωB97M-V functional and the def2-TZVPD basis.

Each line ends with the natural charge from an NBO analysis.
CARTESIAN COORDINATES (ANGSTROEM)
O  2.9558  -1.3828  0.2260  -0.59
C  2.1609  -0.6476  -0.3225  0.53
N  0.8217  -0.7784  -0.2225  -0.63
C  -0.1483  0.3152  -0.3118  -0.22
C  -1.4435  -0.0986  0.3550  -0.51
S  -2.5762  1.3265  0.5645  -0.03
H  2.5216  0.1520  -0.9829  0.11
H  0.5362  -1.6074  0.2788  0.40
H  0.2764  1.1777  0.2165  0.19
H  -0.2891  0.5924  -1.3559  0.20
H  -1.9638  -0.8240  -0.2664  0.23
H  -1.2249  -0.4893  1.3444  0.22
H  -1.6269  2.2643  0.4768  0.12

Properties
**SMILES**: O=CNCCS
**HOMO energy**: -9.59 eV
**Kohn-Sham gap**: 10.363 eV
**Molar mass**: 105.16 g mol⁻¹

Record 4
Computed, not measured: a 2-piece molecular cluster, C3H7NOS overall at a distorted geometry, with the ωB97M-V functional and the def2-TZVPD basis.

Each line ends with the natural charge from an NBO analysis.
CARTESIAN COORDINATES (ANGSTROEM)
C  -1.4386  -0.0845  1.3502  -0.17
C  -0.1618  -0.8216  1.7195  -0.44
C  -0.3288  0.5559  1.3210  -0.20
N  1.4348  0.8290  -1.3862  -0.98
O  -0.8324  0.1243  -1.8439  -0.84
S  0.5898  -0.6087  -1.1812  0.62
H  2.3163  0.9430  -0.9103  0.38
H  -2.5353  -0.2355  1.0973  0.24
H  -0.0572  -1.0182  2.7965  0.17
H  0.1500  -1.5675  1.0836  0.17
H  0.2188  1.3329  0.9441  0.21
H  1.7125  0.7660  -2.3396  0.36
H  -1.0680  -0.2153  -2.6509  0.47

Properties
**SMILES**: C1=CC1.NSO
**HOMO energy**: -8.39 eV
**Kohn-Sham gap**: 8.927 eV
**Molar mass**: 105.16 g mol⁻¹

Record 5
Computed, not measured: an isolated molecule of C3H7NOS at a distorted geometry, with the ωB97M-V functional and the def2-TZVPD basis.

Each line ends with the natural charge from an NBO analysis.
CARTESIAN COORDINATES (ANGSTROEM)
O  0.1630  0.8988  2.2352  -0.50
C  0.3507  -0.2448  1.9507  0.56
N  -0.2813  -0.9063  0.8845  -0.74
C  0.3336  -0.8161  -0.4426  -0.24
C  0.3103  0.5719  -1.0720  -0.48
S  -1.4447  1.2674  -0.8086  -0.10
H  1.0546  -0.8469  2.5422  0.11
H  -1.2538  -1.1129  0.8297  0.41
H  1.3111  -1.2826  -0.5313  0.20
H  -0.3542  -1.4182  -1.0503  0.21
H  0.9341  1.2636  -0.5144  0.22
H  0.3537  0.5864  -2.1531  0.23
H  -1.4771  2.0397  -1.8702  0.11

Properties
**SMILES**: O=CNCCS
**HOMO energy**: -9.03 eV
**Kohn-Sham gap**: 9.867 eV
**Molar mass**: 105.16 g mol⁻¹

Record 6
Computed, not measured: an isolated molecule of C3H7NOS at a distorted geometry, with the ωB97M-V functional and the def2-TZVPD basis.

Each line ends with the natural charge from an NBO analysis.
CARTESIAN COORDINATES (ANGSTROEM)
O  -1.2134  0.6771  2.3187  -0.51
C  -1.0677  0.7624  1.1461  0.43
C  -0.1043  -0.1740  0.2610  -0.18
C  0.9303  0.5687  -0.6184  -0.56
S  2.5283  -0.1695  -0.3483  -0.01
N  -0.9506  -1.1770  -0.4484  -0.82
H  -1.6607  1.5582  0.6481  0.09
H  0.6224  -0.5374  1.1405  0.23
H  0.7275  0.4798  -1.6873  0.24
H  0.9697  1.6985  -0.3661  0.23
H  2.2616  -1.1090  -1.3239  0.14
H  -1.7809  -0.7119  -0.8763  0.36
H  -1.2622  -1.8656  0.1543  0.37

Properties
**SMILES**: N[C@H](C=O)CS
**HOMO energy**: -8.92 eV
**Kohn-Sham gap**: 9.782 eV
**Molar mass**: 105.16 g mol⁻¹

One value per record, in order, for energy above the lowest of the compared OMol25 structures with the same formula, charge and spin: 43.7, 648.5, 72.9, 528.0, 169.7, 203.5 kJ/mol.